1.
DFT (the ωB97M-V functional and the def2-TZVPD basis) results for an isolated ion of composition C9H15N2 and charge +1 in a non-equilibrium geometry.

```
! wB97M-V def2-TZVPD RIJCOSX def2/J DEFGRID3
* xyz 1 1
C -1.62253 0.85345 1.46766
C 2.99306 0.01489 1.01069
C 1.99130 0.57254 0.33934
C -0.82095 -1.93595 -0.00706
C 0.63844 -1.44629 0.05203
C -1.77889 -1.26632 -1.00598
C 0.80614 -0.03969 -0.18656
C -1.78718 0.25955 -0.76996
C 0.02407 2.08579 -0.90734
N -2.24645 0.55391 0.43207
N -0.13398 0.65086 -0.76158
H -2.25896 0.81141 2.36838
H 3.80545 0.59503 1.35698
H 3.04346 -1.05020 0.98337
H 1.92842 1.56524 0.50857
H -0.84211 -3.00983 -0.35720
H -1.31156 -1.74656 0.95756
H 1.13829 -1.80865 1.02922
H 1.18927 -2.06382 -0.66601
H -1.48695 -1.60055 -1.93627
H -2.83025 -1.63255 -0.91426
H -0.55582 1.05640 1.62218
H -2.34915 0.73592 -1.59957
H 0.85152 2.24344 -1.60290
H -0.93122 2.49055 -1.51509
H 0.04288 2.62635 0.03703
*
```

Properties
LUMO energy	-4.59	eV
calculated total energy	-461.09506	Eh
Kohn-Sham gap	9.41	eV
HOMO level	-0.5144	Ha
largest force on an atom	4.53	eV/Å
SMILES	C=CC1=[N+](C)[C@H](N=C)CCC1
ΔE to the lowest compared entry with this formula, charge and spin	275.1	kJ/mol

Here are the Mulliken charges for atoms 1 to 6, given in e: atom 1 (C): -0.339, atom 2 (C): -0.889, atom 3 (C): -0.594, atom 4 (C): -0.808, atom 5 (C): -0.841, atom 6 (C): -1.046


2.
DFT (the ωB97M-V functional and the def2-TZVPD basis) results for an isolated ion of composition C9H15N2O2 and charge +1 in a non-equilibrium geometry.

```
! wB97M-V def2-TZVPD RIJCOSX def2/J DEFGRID3
* xyz 1 1
C -1.84730 -2.35204 0.90625
C -0.95257 -1.61162 1.13079
C 2.22302 -0.32204 -0.13778
C -0.84002 0.71716 -0.85586
C -0.83816 2.17348 -1.43634
C -0.21369 2.18610 0.79542
C -2.83042 -3.37696 0.87674
C 3.25477 -1.27119 -0.62579
C 0.20937 -0.32874 1.17310
N -0.34854 0.80411 0.50225
N 0.26128 2.72693 -0.63346
O 2.16261 0.81043 -0.53017
O 1.44326 -0.89947 0.75466
H -1.70050 0.21245 -1.02416
H -0.15284 0.03083 -1.45712
H -0.57062 2.18000 -2.43747
H -1.70582 2.65031 -1.05005
H -1.20153 2.73354 1.04661
H 0.52986 2.39915 1.58985
H -3.85807 -2.98232 1.20482
H -2.62168 -4.18051 1.67328
H -2.76591 -3.93660 -0.13723
H 2.81600 -1.53749 -1.56685
H 3.27626 -2.11600 0.00377
H 4.18497 -0.76834 -0.54759
H 0.35874 0.00417 2.12635
H 1.25480 2.26213 -0.71834
H 0.47272 3.79252 -0.62566
*
```

Properties
LUMO energy	-2.82	eV
calculated total energy	-611.54796	Eh
Kohn-Sham gap	9.98	eV
HOMO level	-0.4705	Ha
largest force on an atom	6.94	eV/Å
SMILES	CC#C[C@@H](OC(C)=O)N1CC[NH2+]C1
ΔE to the lowest compared entry with this formula, charge and spin	396.8	kJ/mol

Here are the Mulliken charges for atoms 1 to 6, given in e: atom 1 (C): 0.910, atom 2 (C): -0.738, atom 3 (C): 0.846, atom 4 (C): -0.692, atom 5 (C): -0.675, atom 6 (C): -0.595


3.
DFT (the ωB97M-V functional and the def2-TZVPD basis) results for a 3-piece molecular cluster, C9H15N2O8S2 overall.

```
! wB97M-V def2-TZVPD RIJCOSX def2/J DEFGRID3
* xyz 1 1
N 0.79883 1.02451 -1.03906
C -0.61060 1.49371 -1.05781
C -1.60041 0.64228 -0.64136
C -2.90048 1.13992 -0.63175
C -3.09760 2.44905 -1.04564
C -2.00366 3.20463 -1.45592
N -0.75626 2.73473 -1.45191
H 0.86939 0.21442 -0.41611
H 1.38271 1.77541 -0.66018
H 1.14005 0.76103 -1.96804
H -1.36568 -0.37064 -0.33060
H -3.72577 0.51078 -0.32173
H -4.08827 2.88973 -1.05081
H -2.14040 4.22599 -1.79757
C -2.24796 0.67761 4.02532
C -1.11708 1.46748 3.39769
O 0.00793 0.57734 3.47656
S -0.47884 -0.93746 3.32466
O -0.30609 -1.33987 1.96486
O 0.05840 -1.70417 4.38039
O -2.03027 -0.66530 3.55541
H -2.19178 0.68162 5.11387
H -3.23132 1.00971 3.70582
H -0.88297 2.38273 3.93287
H -1.31894 1.69214 2.34707
C 3.13515 -3.44826 -1.87616
C 1.83507 -2.83808 -2.36291
O 2.08634 -1.41444 -2.29882
S 3.64272 -1.12525 -2.63589
O 3.75430 -0.75429 -3.99578
O 4.11785 -0.28534 -1.59364
O 4.15249 -2.60735 -2.45314
H 3.22515 -3.40981 -0.79031
H 3.28249 -4.46601 -2.22368
H 0.98796 -3.08310 -1.72874
H 1.61754 -3.10543 -3.39695
*
```

Properties
LUMO energy	-3.22	eV
calculated total energy	-1859.47683	Eh
Kohn-Sham gap	10.92	eV
HOMO level	-0.5196	Ha
largest force on an atom	0.55	eV/Å
ΔE to the lowest compared entry with this formula, charge and spin	0.0	kJ/mol

Here are the Mulliken charges for atoms 1 to 6, given in e: atom 1 (N): -0.052, atom 2 (C): 0.461, atom 3 (C): -0.205, atom 4 (C): -0.625, atom 5 (C): -0.237, atom 6 (C): -0.477


4.
DFT (the ωB97M-V functional and the def2-TZVPD basis) results for an isolated ion of composition C9H15N2S and charge +1 in a non-equilibrium geometry.

```
! wB97M-V def2-TZVPD RIJCOSX def2/J DEFGRID3
* xyz 1 1
C -1.10576 0.28436 -0.20309
C -0.50873 -0.96658 -0.70515
C 2.16030 -0.03335 -0.13229
C -0.13546 0.98718 0.46318
C 0.22778 -1.49267 0.37816
C -2.49346 0.81336 -0.30460
C -0.55067 -1.55969 -2.14175
C -0.42587 2.25614 1.19469
C -0.30988 -1.87371 1.63312
N 1.29639 0.92135 0.29955
N 3.31886 0.29503 -0.78211
S 2.04007 -1.65532 0.33299
H -2.39882 1.81998 -0.82020
H -2.79869 0.89780 0.67827
H -2.92987 0.08656 -0.98545
H -0.56490 -2.63834 -2.08309
H 0.23771 -1.18973 -2.84610
H -1.52430 -1.18572 -2.45709
H -1.06862 2.91119 0.54767
H 0.49346 2.75614 1.45642
H -1.02228 2.03144 2.08442
H -0.24327 -3.09953 1.58037
H -1.35565 -1.64246 1.67202
H 0.35770 -1.63981 2.56409
H 1.70515 1.79971 0.16468
H 3.38087 1.25935 -0.93509
H 4.21794 -0.14270 -0.65363
*
```

Properties
LUMO energy	-3.71	eV
calculated total energy	-859.27628	Eh
Kohn-Sham gap	8.01	eV
HOMO level	-0.4310	Ha
largest force on an atom	4.71	eV/Å
ΔE to the lowest compared entry with this formula, charge and spin	245.8	kJ/mol

Here are the Mulliken charges for atoms 1 to 6, given in e: atom 1 (C): 0.936, atom 2 (C): 0.096, atom 3 (C): 0.654, atom 4 (C): 0.609, atom 5 (C): 0.060, atom 6 (C): -1.699


5.
DFT (the ωB97M-V functional and the def2-TZVPD basis) results for an isolated ion of composition C9H15N2S2 and charge +1 in a non-equilibrium geometry.

```
! wB97M-V def2-TZVPD RIJCOSX def2/J DEFGRID3
* xyz 1 1
C -0.55558 1.75383 -3.06200
C 0.37606 0.93091 -3.50367
C -0.41399 0.42747 -1.17916
C 1.18351 -1.48289 1.15924
C 3.49562 0.12966 0.74041
C -0.23642 -1.43704 0.47975
C -0.70638 -0.13964 0.02791
C -0.25766 -2.81105 -0.34150
C -1.58181 1.98526 1.14064
N -1.05915 1.41813 -1.85557
N -1.60723 0.53787 0.83559
S 0.69415 -0.37767 -2.36791
S 2.53157 -1.08215 0.05489
H -0.82194 2.54298 -3.64964
H 0.93756 1.15510 -4.35897
H 1.32389 -0.86744 2.04351
H 1.43720 -2.54092 1.41792
H 4.35322 0.50613 0.06554
H 3.16273 0.84773 1.56540
H -0.95779 -1.48990 1.32426
H -0.05757 -3.57328 0.26612
H 0.50196 -2.68468 -1.06216
H -1.15482 -2.84902 -0.91873
H -2.43294 2.46815 0.92740
H -1.24629 2.27401 2.06726
H -0.81795 2.32163 0.57131
H -1.60955 2.04206 -1.25033
H -1.87799 0.05707 1.69870
*
```

Properties
LUMO energy (alpha / beta)	-2.84 / -5.32	eV
calculated total energy	-1257.42546	Eh
Kohn-Sham gap (alpha / beta)	8.38 / 4.66	eV
HOMO level (alpha / beta)	-0.4125 / -0.3665	Ha
largest force on an atom	6.17	eV/Å
ΔE to the lowest compared entry with this formula, charge and spin	395.6	kJ/mol

Here are the Mulliken charges for atoms 1 to 6, given in e: atom 1 (C): -0.621, atom 2 (C): -0.287, atom 3 (C): 0.276, atom 4 (C): -0.683, atom 5 (C): -0.649, atom 6 (C): -0.086


6.
DFT (the ωB97M-V functional and the def2-TZVPD basis) results for one molecule with the formula C9H15N3O in a non-equilibrium geometry.

```
! wB97M-V def2-TZVPD RIJCOSX def2/J DEFGRID3
* xyz 0 1
C 0.19082 2.63901 -2.62625
C -1.13750 2.25222 -0.96069
C -0.45851 -0.50764 1.97563
C -1.01936 -1.18277 0.79356
C -0.08786 0.93134 1.63515
C -0.08444 -1.91448 -0.06796
C 0.65554 1.08421 0.31146
C -0.08768 -1.70256 -1.39993
C 0.98365 -2.90359 0.60390
N -0.95249 2.90917 -2.14219
N 1.01277 1.91682 -1.79879
N 0.23296 1.74762 -0.69341
O 1.89309 0.60770 0.30973
H 0.60736 3.31809 -3.37474
H -1.37973 2.95297 -0.17635
H -1.12706 -0.57315 2.89307
H 0.48115 -0.95620 2.46562
H -1.73124 -1.97458 1.14089
H -1.59528 -0.41637 0.26258
H -0.94031 1.60047 1.56763
H 0.60790 1.36963 2.41981
H -1.85749 1.33384 -0.88808
H -0.85189 -1.25899 -2.01835
H 0.52817 -2.38465 -1.82510
H 1.10209 -3.82673 -0.03668
H 0.66640 -3.17599 1.58836
H 2.05975 -2.49116 0.62571
H 2.28918 0.60576 -0.58458
*
```

Properties
LUMO energy	0.64	eV
calculated total energy	-591.31725	Eh
Kohn-Sham gap	7.95	eV
HOMO level	-0.2685	Ha
largest force on an atom	3.90	eV/Å
ΔE to the lowest compared entry with this formula, charge and spin	241.2	kJ/mol

Here are the Mulliken charges for atoms 1 to 6, given in e: atom 1 (C): -0.131, atom 2 (C): -0.051, atom 3 (C): -0.574, atom 4 (C): -0.550, atom 5 (C): -0.829, atom 6 (C): 0.996